Density functional theory data (wB97M-V/def2-TZVPD) for 13 unconnected molecules or ions with the total composition C78H189N7O18 at a distorted geometry.

XYZ file:
```
292
Properties=species:S:1:pos:R:3:forces:R:3:lowdin_charge:R:1
C -5.4697 3.0212 5.3010 -0.14 0.01 0.53 -0.075
C -4.1186 2.6658 4.7735 0.99 -0.65 0.29 -0.270
N -3.0987 3.7181 4.8193 0.59 0.28 -2.24 -0.172
C -3.4225 4.8281 3.9110 0.09 -0.79 -1.40 -0.231
C -3.7581 4.4020 2.4291 0.22 -0.26 1.53 -0.072
C -2.7210 4.2384 6.1174 -0.50 -1.06 0.59 -0.248
C -1.8382 5.4878 6.1867 -0.61 -0.33 0.06 -0.075
H -6.1207 2.1542 5.1891 -0.34 0.25 -0.34 0.087
H -5.8081 3.9285 4.8005 -0.56 -0.18 0.11 0.076
H -5.4157 3.1741 6.3788 -0.12 0.36 -0.03 0.048
H -3.7677 1.7720 5.2893 0.33 0.07 0.58 0.094
H -4.2045 2.2428 3.7726 0.06 0.64 -0.32 0.078
H -4.2523 5.4142 4.3060 -0.13 0.46 0.04 0.109
H -2.5307 5.4458 3.8045 -0.19 0.20 0.32 0.091
H -3.7492 5.2825 1.7866 -0.16 -0.10 0.00 0.074
H -2.9994 3.6935 2.0966 0.17 0.04 -0.13 0.052
H -4.7071 3.8681 2.3812 -0.17 0.26 -0.18 0.052
H -2.2007 3.4491 6.6600 -0.15 -0.22 0.01 0.091
H -3.6825 4.3832 6.6100 0.10 0.57 0.89 0.104
H -1.1364 5.5371 5.3541 -0.07 0.16 0.04 0.066
H -1.2610 5.4531 7.1107 -0.03 0.01 -0.01 0.073
H -2.4985 6.3528 6.2483 0.41 0.29 -0.35 0.075
C 0.6137 -5.3039 -2.4631 0.32 0.91 -0.40 -0.070
C -0.5429 -5.6864 -1.5284 0.61 -0.53 -1.82 -0.267
N -0.0826 -5.6503 -0.1834 -1.24 0.47 2.08 -0.171
C -0.9140 -6.4495 0.7591 0.96 -1.34 -0.80 -0.232
C -0.7874 -7.9563 0.4548 0.32 0.25 -0.12 -0.082
C -0.1494 -4.2896 0.3771 2.21 0.07 1.13 -0.225
C 0.8156 -4.1960 1.6294 -0.59 0.30 -0.90 -0.055
H 0.6095 -5.6754 -3.4878 -0.47 -0.37 0.05 0.066
H 1.6144 -5.4979 -2.0771 -0.25 -0.35 0.33 0.062
H 0.5650 -4.2216 -2.5826 0.25 0.25 -0.07 0.041
H -1.3403 -4.9895 -1.7866 -0.56 0.27 0.42 0.104
H -0.9311 -6.6660 -1.8073 0.16 -0.10 0.24 0.100
H -0.5012 -6.2820 1.7539 -0.37 0.10 -0.07 0.096
H -1.9592 -6.1455 0.7024 -0.28 0.17 0.19 0.112
H -1.2954 -8.6063 1.1672 -0.34 0.24 -0.03 0.068
H -1.1265 -8.1700 -0.5588 -0.23 -0.20 0.16 0.051
H 0.2556 -8.2712 0.4867 0.16 0.23 0.01 0.075
H -1.1537 -3.9612 0.6445 -0.36 -0.16 0.02 0.093
H 0.2571 -3.5516 -0.3146 -0.08 -0.12 -0.39 0.087
H 0.4525 -4.7205 2.5132 -0.01 0.02 -0.08 0.053
H 0.9669 -3.1516 1.9022 -0.17 0.12 0.09 0.054
H 1.7993 -4.5765 1.3543 -0.05 -0.15 0.00 0.074
C -6.8151 -0.1192 1.4373 -1.14 -0.32 -0.84 -0.078
C -6.7510 1.1926 0.6519 0.26 -0.77 0.58 -0.271
N -5.9537 1.0534 -0.5579 0.56 1.42 0.53 -0.181
C -5.3833 2.3766 -1.0150 -1.32 -0.68 0.18 -0.196
C -6.4805 3.4569 -1.2521 0.26 0.21 -0.01 -0.082
C -6.6725 0.3717 -1.6282 1.22 -0.48 -0.54 -0.234
C -5.6429 -0.3698 -2.4822 0.30 -0.47 -0.73 -0.082
H -7.1587 -0.8993 0.7580 0.41 -0.34 -0.11 0.061
H -7.6619 -0.0846 2.1227 0.32 0.20 0.59 0.071
H -5.8826 -0.4275 1.9101 -0.13 0.17 -0.01 0.051
H -7.7586 1.5225 0.3991 -0.32 0.14 0.21 0.109
H -6.3289 1.8823 1.3828 0.24 0.63 -0.52 0.105
H -4.6561 2.7521 -0.2951 -0.09 -0.20 0.31 0.091
H -4.8074 2.1367 -1.9088 -0.14 0.35 -0.20 0.091
H -6.0786 4.4655 -1.3489 0.46 -0.08 -0.44 0.064
H -7.1090 3.2579 -2.1201 0.16 -0.05 -0.09 0.062
H -7.1672 3.6195 -0.4214 0.07 -0.61 0.32 0.060
H -7.1974 1.0672 -2.2831 -0.28 0.18 -0.03 0.105
H -7.4093 -0.3421 -1.2597 0.07 0.14 0.32 0.109
H -4.9991 -1.0875 -1.9736 -0.26 0.11 0.73 0.051
H -4.9442 0.2911 -2.9952 -0.17 0.23 0.02 0.053
H -6.0805 -0.9685 -3.2811 -0.44 0.20 -0.16 0.065
C -3.0402 -3.9455 3.3054 0.58 -1.02 -0.54 -0.083
C -3.8099 -3.5407 4.5422 -0.44 0.36 -1.07 -0.242
N -5.2659 -3.6084 4.3325 1.29 0.50 -0.25 -0.199
C -5.7177 -4.9683 4.3658 -0.36 -0.74 0.31 -0.247
C -5.7086 -5.6677 5.7407 0.13 0.36 0.20 -0.078
C -5.8957 -2.7416 5.2681 -2.43 1.17 -0.49 -0.260
C -7.4664 -2.5907 5.0244 1.53 -0.46 1.00 -0.054
H -3.0865 -5.0085 3.0691 0.25 -0.35 0.51 0.055
H -1.9953 -3.6599 3.4272 0.13 -0.13 -0.07 0.066
H -3.3673 -3.5578 2.3406 -0.38 0.88 0.36 0.073
H -3.5547 -4.1197 5.4297 0.50 -0.13 0.06 0.107
H -3.4824 -2.5149 4.7115 -0.45 0.20 0.35 0.095
H -5.0718 -5.5449 3.7037 -0.09 -0.02 -0.11 0.103
H -6.7197 -5.0016 3.9381 -0.10 -0.12 0.02 0.111
H -4.7755 -5.4974 6.2779 0.34 -0.34 -0.28 0.058
H -5.8651 -6.7376 5.6034 -0.01 0.04 0.17 0.073
H -6.4207 -5.2736 6.4657 -0.53 -0.07 -0.33 0.061
H -5.7497 -3.0502 6.3032 0.13 0.10 0.39 0.097
H -5.4777 -1.7477 5.1082 0.19 0.03 0.31 0.100
H -7.9391 -3.4448 5.5094 -0.30 -0.22 -0.50 0.056
H -7.8434 -1.7390 5.5905 0.15 0.23 -0.20 0.063
H -7.7017 -2.4983 3.9641 -0.02 -0.11 0.11 0.065
C 3.8280 3.1260 -5.7621 -0.80 0.48 -0.12 -0.091
C 4.6379 3.2022 -4.4880 0.87 -1.43 -0.61 -0.250
N 5.9732 2.5689 -4.7172 -1.19 0.00 0.82 -0.175
C 6.5581 2.1988 -3.4143 0.46 1.32 -0.05 -0.227
C 6.9046 3.4500 -2.5719 0.61 -0.42 0.40 -0.067
C 6.8002 3.3507 -5.6258 0.53 -0.93 -0.33 -0.263
C 8.0635 2.6167 -6.0880 -0.05 -0.14 0.13 -0.090
H 2.7764 3.0689 -5.4809 -0.24 0.08 -0.13 0.051
H 4.0436 2.2298 -6.3440 0.21 -0.02 0.13 0.079
H 3.9273 3.9979 -6.4086 0.15 0.01 -0.05 0.068
H 4.6701 4.1941 -4.0373 0.12 0.34 -0.23 0.106
H 4.1293 2.5671 -3.7627 0.09 -0.02 0.20 0.075
H 5.8569 1.6186 -2.8144 -0.30 -0.20 -0.39 0.091
H 7.4257 1.5614 -3.5851 0.12 0.10 0.03 0.097
H 6.0392 4.0969 -2.4283 0.12 0.07 -0.22 0.055
H 7.2377 3.2175 -1.5604 -0.17 -0.45 0.13 0.054
H 7.7650 3.9928 -2.9635 -0.23 0.25 -0.41 0.069
H 7.0680 4.3229 -5.2120 0.00 0.35 -0.02 0.110
H 6.2771 3.4750 -6.5740 -0.58 0.38 0.31 0.105
H 8.5051 3.1504 -6.9296 0.27 0.32 0.28 0.069
H 7.8359 1.6413 -6.5179 -0.29 -0.16 0.29 0.075
H 8.7831 2.4739 -5.2819 0.17 0.08 -0.13 0.063
C 7.0831 -0.0790 2.1912 -0.73 -0.03 0.21 -0.084
C 8.2859 -0.6225 1.4332 0.36 -0.49 -0.03 -0.228
N 8.6184 -0.0706 0.0910 -0.55 0.06 1.97 -0.149
C 7.5176 -0.2542 -0.8446 0.40 -0.11 -1.09 -0.275
C 7.1500 -1.6795 -1.2555 0.22 -0.22 0.26 -0.064
C 8.8986 1.3540 0.2489 0.78 0.91 -0.72 -0.284
C 10.1298 1.7433 1.0745 -0.34 0.06 0.08 -0.087
H 6.7687 -0.7698 2.9735 0.48 -0.13 0.11 0.046
H 6.1682 0.0208 1.6072 0.08 0.26 -0.36 0.057
H 7.2757 0.8618 2.7068 0.07 0.18 -0.26 0.076
H 9.1174 -0.4746 2.1223 0.41 0.03 -0.36 0.101
H 8.2260 -1.7049 1.3190 -0.27 -0.07 -0.02 0.105
H 6.6059 0.3009 -0.6238 -0.22 0.24 0.54 0.095
H 7.8940 0.1949 -1.7638 -0.12 0.22 -0.17 0.094
H 6.2875 -1.6451 -1.9211 0.05 0.12 -0.20 0.057
H 7.9842 -2.1366 -1.7877 -0.01 -0.05 -0.04 0.078
H 6.8563 -2.3748 -0.4691 0.05 0.21 0.34 0.060
H 8.0792 1.9318 0.6765 -0.61 -0.08 -0.10 0.106
H 9.0794 1.7446 -0.7525 -0.21 0.06 -0.20 0.104
H 9.8777 1.7206 2.1347 0.52 -0.91 0.21 0.063
H 10.3912 2.7994 1.0066 -0.28 0.19 -0.75 0.068
H 11.0054 1.1973 0.7234 0.02 -0.29 0.64 0.080
C -1.0825 5.8979 -3.2521 0.08 -0.25 0.22 -0.075
C 0.0353 5.4208 -2.3139 -0.46 -0.13 0.08 -0.242
N -0.2391 4.1856 -1.5223 0.30 -1.12 -0.68 -0.172
C -0.6530 3.0129 -2.3431 1.22 -0.17 -0.69 -0.212
C 0.3030 2.7444 -3.5729 -0.64 0.75 0.42 -0.053
C -1.2095 4.2999 -0.4197 1.38 1.82 -0.37 -0.239
C -0.7103 5.3752 0.5726 -0.65 -0.22 0.30 -0.078
H -1.3246 5.1871 -4.0421 -0.15 -0.24 0.21 0.056
H -0.7995 6.8061 -3.7842 0.07 0.19 0.26 0.074
H -1.9523 6.0957 -2.6256 -0.30 0.09 -0.35 0.068
H 0.9623 5.3276 -2.8796 0.03 -0.50 0.01 0.093
H 0.2351 6.2555 -1.6419 0.02 -0.22 0.32 0.097
H -0.6833 2.1177 -1.7219 0.42 0.04 0.40 0.080
H -1.7047 3.0828 -2.6208 -0.26 0.34 -0.67 0.102
H 0.2209 1.7836 -4.0811 -0.41 -0.24 0.43 0.066
H 0.1252 3.4687 -4.3678 -0.03 0.12 0.01 0.044
H 1.3514 2.8523 -3.2947 0.07 0.02 0.34 0.054
H -1.3287 3.3641 0.1262 0.14 -0.25 -0.36 0.096
H -2.1533 4.5825 -0.8862 -0.65 0.02 0.48 0.102
H -1.2728 5.2862 1.5020 -0.15 0.13 0.04 0.041
H -0.8304 6.3982 0.2161 -0.09 -0.07 -0.09 0.068
H 0.3329 5.2536 0.8644 0.11 -0.27 -0.31 0.066
C 2.6337 -1.1101 -6.5192 1.38 -0.26 -0.68 -0.124
O 1.8590 -2.2576 -6.6831 -0.61 -0.09 -0.46 -0.149
C 0.9724 -2.4397 -5.6221 0.05 -0.22 0.14 -0.213
C 0.0266 -3.5770 -5.8599 -0.01 0.19 1.17 -0.213
O -0.9452 -3.1602 -6.7470 -0.71 -0.38 -1.61 -0.138
C -1.8772 -4.1600 -7.1374 -0.62 0.69 1.00 -0.157
C -2.7865 -4.5975 -5.9582 -1.03 0.72 -0.33 -0.171
O -3.5083 -3.4676 -5.4178 0.24 0.14 0.04 -0.211
C -4.0524 -3.5774 -4.0881 1.09 -0.71 -0.84 -0.069
H 2.9026 -0.8053 -7.5305 0.12 0.30 0.07 0.093
H 3.5474 -1.4083 -6.0051 0.33 0.20 0.09 0.078
H 2.2363 -0.2586 -5.9669 -0.71 -0.14 0.03 0.080
H 0.3946 -1.5196 -5.5344 -0.27 0.06 0.49 0.113
H 1.5249 -2.6330 -4.7026 0.02 0.12 0.27 0.118
H -0.4600 -3.7556 -4.9011 0.02 -0.18 0.46 0.105
H 0.5281 -4.5100 -6.1170 0.19 -0.09 -0.47 0.139
H -1.4080 -5.0305 -7.5957 0.30 -0.23 0.22 0.125
H -2.4879 -3.7130 -7.9218 -0.09 0.15 0.13 0.125
H -2.2329 -5.1489 -5.1981 0.04 0.05 0.19 0.112
H -3.5951 -5.2082 -6.3599 0.33 -0.74 -0.15 0.122
H -3.1995 -3.6136 -3.4104 -0.04 0.63 0.49 0.071
H -4.5577 -4.5193 -3.8750 -0.40 -0.21 -0.50 0.083
H -4.7488 -2.7508 -3.9471 0.38 0.00 0.11 0.069
C 3.5210 -3.4382 -0.8938 0.67 0.23 -0.84 -0.115
O 4.2328 -3.4431 0.3254 -0.85 0.93 0.76 -0.167
C 3.9908 -2.1930 1.0625 0.61 -0.72 -1.07 -0.161
C 4.6726 -2.2475 2.4046 -0.66 -1.97 -0.59 -0.178
O 4.0817 -3.3960 3.0588 0.76 0.50 1.42 -0.131
C 4.4653 -3.4902 4.4466 0.14 0.44 -0.54 -0.180
C 5.8972 -3.9187 4.7791 0.34 0.67 -0.05 -0.183
O 6.9029 -2.9295 4.4761 -0.02 0.42 -0.42 -0.218
C 8.2571 -3.2907 4.8090 -1.22 -1.40 -0.03 -0.084
H 4.0827 -2.9403 -1.6841 0.48 0.33 -0.07 0.066
H 2.5834 -2.8823 -0.8995 -0.39 -0.28 0.54 0.068
H 3.3942 -4.4399 -1.3045 -0.20 -0.17 0.63 0.082
H 2.9178 -2.0137 1.1296 -0.10 -0.01 0.11 0.104
H 4.4606 -1.4059 0.4727 -0.14 0.44 -0.07 0.111
H 4.5307 -1.3363 2.9856 0.03 0.08 -0.02 0.129
H 5.7219 -2.4652 2.2056 0.15 0.24 0.34 0.110
H 3.8198 -4.2285 4.9223 -0.06 -0.22 -0.26 0.123
H 4.2445 -2.5554 4.9619 0.05 0.40 -0.05 0.118
H 6.0544 -4.8808 4.2915 0.50 -0.08 -0.12 0.130
H 5.9269 -4.0287 5.8632 -0.11 -0.45 0.24 0.120
H 8.2200 -3.8356 5.7523 0.28 0.15 0.37 0.076
H 8.9776 -2.4751 4.8690 -0.67 0.36 -0.12 0.086
H 8.6118 -4.0200 4.0807 0.20 0.02 -0.24 0.083
C -0.1666 2.6851 3.1371 0.99 -0.44 0.99 -0.071
O 0.9249 1.8301 3.5355 -0.42 0.31 -0.93 -0.186
C 0.9068 0.5974 2.8264 -0.27 -0.51 0.22 -0.180
C 0.9390 0.6444 1.2798 0.51 0.00 1.17 -0.177
O 2.2096 1.0272 0.7840 0.30 0.59 -0.18 -0.150
C 2.3306 2.4091 0.4550 1.01 -0.27 -1.07 -0.162
C 3.6487 2.5914 -0.3716 -0.64 0.55 0.56 -0.145
O 4.1720 3.9308 -0.3561 0.23 -1.13 0.19 -0.186
C 3.3977 4.9349 -0.9471 -0.60 0.29 0.26 -0.118
H -0.0825 3.5222 3.8301 -0.17 0.27 -0.38 0.090
H -1.1261 2.2052 3.3298 -0.13 -0.08 -0.20 0.068
H -0.0496 2.9705 2.0916 -0.20 0.30 0.08 0.055
H 0.0208 0.0451 3.1395 -0.52 -0.10 -0.23 0.104
H 1.7123 0.0166 3.2760 0.45 0.03 -0.47 0.118
H 0.1337 1.2969 0.9426 0.03 0.02 -0.35 0.107
H 0.7576 -0.3461 0.8625 -0.27 -0.09 0.34 0.107
H 2.3797 3.0426 1.3406 -0.22 0.09 0.10 0.134
H 1.5394 2.6729 -0.2469 -0.55 0.38 0.41 0.101
H 3.4566 2.2990 -1.4040 0.00 -0.15 -0.21 0.094
H 4.3971 1.9249 0.0572 0.22 0.21 -0.04 0.119
H 3.9943 5.8467 -0.9163 -0.05 -0.03 -0.02 0.096
H 2.4608 5.0945 -0.4134 -0.11 0.15 0.35 0.066
H 3.0557 4.7668 -1.9683 0.42 -0.49 -0.42 0.068
C 0.5362 -2.2111 5.7025 -0.46 -0.53 -0.21 -0.092
O -0.4996 -1.2281 5.8103 0.46 -0.70 0.52 -0.202
C -0.1061 -0.1180 6.6005 -0.34 0.86 -0.72 -0.187
C -1.2563 0.8923 6.8801 0.49 -1.44 -0.13 -0.167
O -2.2269 0.4755 7.8302 0.03 -0.31 0.45 -0.137
C -2.9369 -0.6864 7.4387 -1.29 -1.40 0.65 -0.175
C -4.2091 -1.0525 8.3391 0.95 2.23 -0.85 -0.148
O -5.3271 -0.2210 8.0466 -0.79 0.12 -0.63 -0.203
C -5.1743 1.1580 8.3666 0.88 -0.35 0.43 -0.100
H 1.1463 -2.3655 6.5924 -0.07 0.56 0.36 0.085
H 1.2137 -2.0647 4.8612 0.01 0.47 -0.15 0.073
H 0.0779 -3.1873 5.5443 -0.34 0.09 -0.17 0.082
H 0.6312 0.4269 6.0110 0.23 0.40 -0.03 0.115
H 0.4040 -0.4063 7.5196 -0.27 -0.27 0.31 0.126
H -1.8072 1.1332 5.9710 0.33 0.11 -0.43 0.099
H -0.7302 1.7724 7.2499 -0.40 0.13 0.21 0.125
H -2.3403 -1.5986 7.4341 0.60 0.09 0.35 0.112
H -3.2561 -0.6510 6.3971 -0.32 0.51 -0.26 0.107
H -3.9854 -0.9097 9.3963 0.39 -0.22 0.21 0.117
H -4.5297 -2.0780 8.1555 0.17 0.10 -0.15 0.108
H -4.3771 1.6270 7.7898 0.14 -0.09 -0.08 0.063
H -4.8900 1.2150 9.4173 0.06 0.29 0.25 0.089
H -6.0631 1.7714 8.2185 -0.38 -0.72 -0.13 0.085
C -4.0896 2.1597 -5.4756 0.32 -0.34 -0.07 -0.092
O -4.4717 0.8021 -5.3586 -0.90 -0.25 0.07 -0.219
C -4.1384 -0.0455 -6.4541 1.28 0.33 0.78 -0.162
C -2.6112 -0.2307 -6.4790 0.12 0.07 -0.89 -0.150
O -1.9929 0.8629 -7.1873 -0.83 0.14 -0.07 -0.138
C -0.6581 0.7511 -7.6175 -0.40 -1.04 0.64 -0.186
C -0.0569 2.0731 -7.9837 0.41 -0.43 -0.42 -0.239
O -0.3392 3.0441 -7.0451 0.13 1.23 0.13 -0.173
C 0.2191 4.3051 -7.4125 -1.31 0.21 0.46 -0.090
H -4.5946 2.7412 -4.7042 -0.28 -0.16 -0.04 0.080
H -4.3411 2.5319 -6.4687 0.04 0.24 -0.05 0.092
H -3.0188 2.2642 -5.3009 0.18 0.13 -0.23 0.077
H -4.5404 0.3227 -7.3980 0.15 0.26 -0.16 0.126
H -4.5810 -1.0241 -6.2685 -0.08 0.07 0.25 0.113
H -2.3532 -1.2079 -6.8871 0.09 0.05 -0.45 0.103
H -2.2605 -0.2778 -5.4480 0.08 0.23 0.28 0.125
H -0.5758 0.0969 -8.4855 -0.03 -0.20 -0.25 0.134
H -0.0705 0.2668 -6.8375 0.21 0.06 0.29 0.104
H -0.3339 2.3898 -8.9893 -0.41 0.12 -0.17 0.126
H 1.0189 1.9023 -8.0230 0.46 -0.10 -0.14 0.122
H -0.3502 5.0338 -6.8353 0.58 0.08 0.66 0.083
H -0.0662 4.6490 -8.4067 0.26 -0.65 -0.61 0.086
H 1.2985 4.3635 -7.2726 0.02 -0.02 0.09 0.079
C 3.2745 -0.4316 -3.1157 0.43 0.26 0.27 -0.097
O 1.9399 -0.8642 -3.0580 -1.04 0.70 0.11 -0.189
C 1.1927 -0.3774 -1.9168 0.06 -0.81 0.19 -0.161
C -0.2496 -0.8469 -2.0697 -0.72 0.34 -0.49 -0.150
O -1.1308 -0.3343 -1.0437 1.56 -0.25 0.01 -0.131
C -2.1903 -1.1934 -0.7220 0.65 -0.99 0.10 -0.202
C -3.0019 -0.6665 0.4130 -0.24 0.98 0.53 -0.180
O -2.3126 -0.6756 1.6808 -0.01 0.23 0.51 -0.168
C -3.0173 0.0421 2.7191 -1.13 -0.03 -1.20 -0.092
H 3.8366 -0.8127 -2.2631 0.10 0.24 0.33 0.069
H 3.3504 0.6536 -3.1843 -0.09 0.22 0.32 0.065
H 3.8053 -0.7862 -3.9992 -0.54 -0.38 -0.12 0.077
H 1.2088 0.6838 -1.6686 0.42 0.35 -0.74 0.108
H 1.6176 -0.8694 -1.0419 0.05 -0.01 0.29 0.097
H -0.1836 -1.9305 -2.1682 -0.45 -0.37 0.60 0.108
H -0.7296 -0.5273 -2.9947 0.46 0.22 -0.50 0.121
H -1.8240 -2.1831 -0.4491 0.38 -0.20 0.20 0.103
H -2.7821 -1.3979 -1.6143 -0.58 0.36 -0.07 0.114
H -3.9321 -1.2340 0.4388 -0.17 -0.13 0.29 0.121
H -3.2629 0.3668 0.1846 -0.25 0.21 -0.03 0.115
H -2.4698 0.3845 3.5972 0.79 -0.58 -0.38 0.066
H -3.9036 -0.4866 3.0697 0.10 -0.77 0.21 0.070
H -3.5067 0.9282 2.3148 0.37 0.47 -0.46 0.063
```
Positions in Å, forces in eV/Å.

ΔE to the lowest compared entry with this formula, charge and spin, kJ/mol: 0.0
E_tot, a.u.: -4822.3315
Frontier orbital gap, eV: 8.935